No. 1
A molecular structure, C5H8O4 at a distorted geometry. Source: the Open Molecules 2025 dataset; level of theory: ωB97M-V/def2-TZVPD.

Output
Molar mass ... 132.12 u
Orbital gap ... 6.203 eV
HOMO level ... -7.6 eV
Energy relative to the best compared isomer or geometry (same formula, charge and spin) ... 1388.76 kJ/mol

Structure (ORCA input):
```
! RIJCOSX wB97M-V def2-TZVPD def2/J DEFGRID3
* xyz 0 1
C 0.8428 0.7486 0.6124
C 1.8293 -0.1771 -0.3695
C -0.2333 -0.4279 -0.9066
C -1.6298 -0.4937 -0.1232
C -0.3393 -0.2532 0.6772
H 1.6006 2.6930 0.5470
H 1.3890 0.7629 1.5190
H 2.2534 -0.9729 0.1271
H 2.7060 0.1291 -1.0551
H -0.1083 0.5573 -1.4091
H -2.2561 -1.6346 -0.0230
H -2.0719 1.9721 0.6475
H -0.9547 -1.6469 1.8714
O 0.6216 2.0322 0.0409
O 0.8201 -1.1885 -1.0616
O -2.2862 0.7052 -0.4065
O 0.1725 -1.3290 1.2314
*
```

No. 2
2 unconnected molecules or ions with the total composition C5H8O4 at a distorted geometry. Source: the Open Molecules 2025 dataset; level of theory: ωB97M-V/def2-TZVPD.

Output
Molar mass ... 132.12 u
Orbital gap (spin up / spin down) ... 7.861 / 8.175 eV
HOMO level (spin up / spin down) ... -8.6 / -8.6 eV
Energy relative to the best compared isomer or geometry (same formula, charge and spin) ... 401.58 kJ/mol

Structure (ORCA input):
```
! RIJCOSX wB97M-V def2-TZVPD def2/J DEFGRID3
* xyz 0 1
C 0.3666 -0.2951 1.4148
C -0.0406 -1.5211 -0.5535
C 1.7630 1.0326 -0.3102
C -1.7944 0.2318 -0.4726
C 1.2117 0.8543 1.0837
O 0.1470 -1.4076 0.7399
O -2.8757 -0.5296 -0.2210
O -1.5641 0.7839 -1.5185
O 1.4371 1.6628 1.9709
H -3.3196 -0.7261 -1.0660
H -1.3118 0.5271 0.5331
H 0.1504 -0.4224 2.4683
H 0.5359 -0.9556 -1.2680
H -0.3992 -2.4962 -0.8470
H 0.9490 1.1903 -1.0196
H 2.3391 0.1594 -0.6191
H 2.4056 1.9112 -0.3154
*
```

No. 3
C5H8OS in the gas phase at a distorted geometry. Source: the Open Molecules 2025 dataset; level of theory: ωB97M-V/def2-TZVPD.

Output
Molar mass ... 116.18 u
Orbital gap ... 9.438 eV
HOMO level ... -8.5 eV
Energy relative to the best compared isomer or geometry (same formula, charge and spin) ... 164.27 kJ/mol

Structure (ORCA input):
```
! RIJCOSX wB97M-V def2-TZVPD def2/J DEFGRID3
* xyz 0 1
C -0.5447 1.6974 -0.5778
O -1.5821 0.8742 -0.0052
C -1.0338 0.0376 0.9388
C 0.1936 -0.5818 0.2754
C 0.1825 -2.0528 0.1380
C 1.1854 -1.3360 1.0560
S 0.8258 0.5928 -0.9536
H -1.0327 2.2412 -1.4121
H -0.2261 2.4616 0.0759
H -1.7756 -0.7286 1.1495
H -0.6074 0.5159 1.9032
H 0.5478 -2.4406 -0.7689
H -0.6672 -2.5582 0.5907
H 2.1775 -1.2287 0.6435
H 1.1301 -1.3269 2.1353
*
```

Please write out number 2 again, unchanged.
2 unconnected molecules or ions with the total composition C5H8O4 at a distorted geometry. Source: the Open Molecules 2025 dataset; level of theory: ωB97M-V/def2-TZVPD.

Output
Molar mass ... 132.12 u
Orbital gap (spin up / spin down) ... 7.861 / 8.175 eV
HOMO level (spin up / spin down) ... -8.6 / -8.6 eV
Energy relative to the best compared isomer or geometry (same formula, charge and spin) ... 401.58 kJ/mol

Structure (ORCA input):
```
! RIJCOSX wB97M-V def2-TZVPD def2/J DEFGRID3
* xyz 0 1
C 0.3666 -0.2951 1.4148
C -0.0406 -1.5211 -0.5535
C 1.7630 1.0326 -0.3102
C -1.7944 0.2318 -0.4726
C 1.2117 0.8543 1.0837
O 0.1470 -1.4076 0.7399
O -2.8757 -0.5296 -0.2210
O -1.5641 0.7839 -1.5185
O 1.4371 1.6628 1.9709
H -3.3196 -0.7261 -1.0660
H -1.3118 0.5271 0.5331
H 0.1504 -0.4224 2.4683
H 0.5359 -0.9556 -1.2680
H -0.3992 -2.4962 -0.8470
H 0.9490 1.1903 -1.0196
H 2.3391 0.1594 -0.6191
H 2.4056 1.9112 -0.3154
*
```

Q: energy relative to the best compared isomer or geometry (same formula, charge and spin) of number 3 (C5H8OS)?
A: 164.27 kJ/mol

Q: The highest energy relative to the best compared isomer or geometry (same formula, charge and spin) belongs to which entry?
A: number 1